{"formula": "C30H31BO5", "method": "wB97M-V/def2-TZVPD", "symbols": ["C", "C", "C", "C", "C", "B", "O", "C", "C", "C", "C", "O", "C", "O", "O", "H", "H", "H", "H", "H", "H", "H", "H", "H", "H", "H", "H", "H", "H", "C", "C", "C", "C", "C", "C", "C", "C", "C", "C", "O", "C", "C", "C", "C", "C", "C", "C", "C", "C", "C", "H", "H", "H", "H", "H", "H", "H", "H", "H", "H", "H", "H", "H", "H", "H", "H", "H"], "coordinates": [[-5.51355, -0.91348, 1.07082], [-4.46038, 0.01406, 1.44017], [-4.38349, 0.95810, 2.44498], [-3.18179, 1.67012, 2.29912], [-2.51937, 1.20921, 1.09578], [-2.11247, -3.72944, 1.89049], [-1.69234, -2.37846, 2.58073], [-0.42737, -2.33376, 2.32556], [0.08461, -3.47046, 1.48237], [1.57058, -3.39566, 1.14765], [-0.79771, -3.51557, 0.15251], [-2.21185, -3.57818, 0.52215], [-0.27323, -4.80575, 2.29099], [-1.74732, -4.84042, 2.54369], [-3.29316, 0.04421, 0.75045], [-5.78846, -1.53740, 1.93590], [-6.40988, -0.34075, 0.77689], [-5.19863, -1.53675, 0.23056], [-5.12048, 1.14822, 3.19373], [-2.75554, 2.43000, 2.95033], [-1.46560, -0.07447, -0.00232], [0.25752, -1.58655, 2.75142], [2.02982, -4.38457, 1.32669], [1.72243, -3.07278, 0.10404], [2.07106, -2.66152, 1.79245], [-0.65585, -2.62093, -0.47422], [-0.56095, -4.41963, -0.43886], [-0.03806, -5.69400, 1.67769], [0.23173, -4.83250, 3.26893], [-3.31907, 3.99091, -4.29701], [-2.72048, 3.30578, -3.11437], [-3.32929, 3.39052, -1.85481], [-2.84860, 2.59925, -0.83922], [-1.68908, 1.83692, -0.98332], [-1.34676, 0.97444, 0.24111], [0.18650, 0.97026, 0.48116], [0.93459, 0.08048, -0.28561], [2.32939, 0.06578, -0.21970], [2.98341, 0.93941, 0.65642], [4.34971, 0.86366, 0.92774], [5.26545, 0.53796, -0.08393], [6.47870, -0.04930, 0.31785], [7.45722, -0.32627, -0.63848], [7.26109, 0.03135, -1.97827], [6.07459, 0.66314, -2.36123], [5.06782, 0.91910, -1.42141], [2.23202, 1.85026, 1.41217], [0.84520, 1.88651, 1.30845], [-0.99046, 1.87028, -2.19766], [-1.52860, 2.58495, -3.26456], [-2.84405, 3.62942, -5.21354], [-4.39323, 3.78859, -4.35902], [-3.18023, 5.07854, -4.24706], [-4.18794, 4.04548, -1.69562], [-3.34528, 2.47902, 0.12371], [-1.44130, 1.37209, 1.59761], [0.43632, -0.59290, -0.98548], [2.88743, -0.65519, -0.79704], [6.62564, -0.28600, 1.37398], [8.38270, -0.82541, -0.33434], [8.03384, -0.17536, -2.72077], [5.91086, 0.96627, -3.39353], [4.13990, 1.41574, -1.70917], [2.74680, 2.49774, 2.11067], [0.26781, 2.64651, 1.84523], [-0.05888, 1.30545, -2.29106], [-1.03402, 2.57372, -4.24057]], "molar_mass_g_mol": 482.38, "lumo_ha": -0.01341, "e_above_lowest_kj_mol": 700.1, "gap_ev": 3.1949, "spin_multiplicity": 1}

{"formula": "C33H46P2PtSi", "method": "wB97M-V/def2-TZVPD", "symbols": ["P", "P", "C", "C", "H", "H", "H", "H", "C", "H", "H", "H", "C", "H", "H", "H", "C", "H", "H", "H", "C", "H", "H", "H", "Pt", "C", "C", "C", "C", "C", "C", "C", "C", "C", "H", "H", "H", "H", "H", "H", "H", "H", "H", "H", "H", "H", "H", "H", "H", "C", "C", "C", "C", "C", "C", "Si", "C", "C", "C", "C", "C", "C", "C", "C", "C", "C", "C", "C", "H", "H", "H", "H", "H", "H", "H", "H", "H", "H", "H", "H", "H", "H", "H"], "coordinates": [[4.14707, 1.63387, -2.09666], [2.88083, -1.21677, -3.05631], [5.16648, 0.47156, -3.14148], [4.31418, -0.47343, -3.99175], [5.82264, -0.09369, -2.46347], [5.79965, 1.10776, -3.78267], [3.89863, 0.04863, -4.86847], [4.91421, -1.32610, -4.35267], [3.88805, -2.52577, -2.24158], [3.22671, -3.21425, -1.70429], [4.61198, -2.10167, -1.53423], [4.42110, -3.06953, -3.03381], [2.19230, -2.21915, -4.41858], [2.97597, -2.89197, -4.79131], [1.84505, -1.56475, -5.22686], [1.34732, -2.80656, -4.04327], [5.53291, 2.57221, -1.36775], [5.12617, 3.40930, -0.79002], [6.17591, 2.94979, -2.17299], [6.10975, 1.92185, -0.70065], [3.79068, 2.77306, -3.50077], [3.15593, 2.30343, -4.26070], [4.75278, 3.05687, -3.95246], [3.28943, 3.66961, -3.12271], [-0.45384, 0.75390, 0.71036], [-0.14581, -0.73229, -1.13794], [0.67746, -1.04715, -0.03692], [2.15908, -0.79840, 0.08615], [2.63262, 0.44437, 0.86045], [1.78202, 1.63497, 0.64331], [1.03307, 1.97730, -0.49794], [1.11893, 1.33263, -1.85515], [0.10739, 0.22821, -2.23726], [-0.97727, 2.43662, 1.72538], [-1.01625, -1.36898, -1.29636], [0.34413, -1.91655, 0.54230], [2.58346, -0.73329, -0.93725], [2.63787, -1.68128, 0.53634], [2.64930, 0.21392, 1.93745], [3.68146, 0.64752, 0.58729], [1.88755, 2.40744, 1.41041], [0.72829, 3.03338, -0.53996], [2.11498, 0.85308, -1.92186], [1.08647, 2.11697, -2.62852], [-0.84119, 0.69424, -2.54730], [0.49740, -0.29240, -3.12936], [-2.01917, 2.72193, 1.52433], [-0.30219, 3.24966, 1.43124], [-0.85350, 2.21632, 2.79462], [-3.39560, -4.63460, 1.14688], [-3.28062, -3.77979, 0.04943], [-2.94703, -2.42962, 0.22851], [-2.64979, -1.94599, 1.51341], [-2.76246, -2.80783, 2.61549], [-3.14737, -4.14140, 2.43092], [-2.33578, -0.08529, 1.72027], [-3.95626, 0.65160, 1.04883], [-3.96357, 1.56470, -0.01124], [-5.17792, 2.06565, -0.49777], [-6.39308, 1.65503, 0.05946], [-6.39065, 0.72992, 1.10676], [-5.17977, 0.22343, 1.59046], [-2.31330, 0.20675, 3.59521], [-3.35176, 0.87402, 4.25568], [-3.32590, 1.01418, 5.65207], [-2.25272, 0.51162, 6.38913], [-1.19992, -0.12886, 5.73216], [-1.22673, -0.27889, 4.33746], [-3.67336, -5.68198, 1.00321], [-3.44933, -4.15741, -0.96163], [-2.94283, -1.75627, -0.62945], [-2.56860, -2.43328, 3.61899], [-3.24531, -4.79794, 3.29620], [-3.02340, 1.89140, -0.46502], [-5.16881, 2.78305, -1.32024], [-7.33612, 2.05279, -0.32082], [-7.32634, 0.40260, 1.55332], [-5.19775, -0.51326, 2.40472], [-4.18937, 1.28522, 3.68917], [-4.14633, 1.52553, 6.15204], [-2.23166, 0.62919, 7.47699], [-0.35184, -0.51383, 6.29518], [-0.39667, -0.78685, 3.83587]], "molar_mass_g_mol": 727.84, "lumo_ha": [0.01930, -0.08717], "e_above_lowest_kj_mol": 56.3, "gap_ev": [5.1953, 5.6766], "spin_multiplicity": 3}

{"formula": "C25H40N4O4S", "method": "wB97M-V/def2-TZVPD", "symbols": ["C", "C", "H", "H", "O", "C", "C", "C", "C", "C", "C", "N", "C", "O", "C", "C", "C", "C", "C", "C", "H", "H", "H", "H", "H", "H", "H", "H", "H", "H", "H", "H", "H", "O", "C", "C", "H", "H", "H", "H", "H", "N", "C", "N", "H", "C", "H", "C", "C", "N", "C", "C", "O", "C", "C", "H", "H", "H", "H", "H", "H", "H", "H", "H", "H", "H", "H", "H", "S", "H", "H", "H", "H", "H"], "coordinates": [[-1.25940, 4.22464, -2.52380], [-1.49134, 3.16561, -1.45763], [-2.21201, 2.41773, -1.81225], [-1.88501, 3.62509, -0.54235], [-0.24446, 2.54745, -1.19137], [-0.19698, 1.55371, -0.24919], [-1.28862, 1.09742, 0.46770], [-1.14604, 0.08096, 1.40394], [0.12223, -0.48987, 1.62580], [1.21253, -0.03360, 0.90761], [1.06676, 0.98392, -0.02559], [2.12973, 1.48475, -0.77765], [3.45050, 1.18129, -0.71168], [3.93200, 0.37369, 0.05744], [4.30105, 1.95674, -1.71108], [4.23653, 3.46733, -1.46323], [5.15221, 4.19886, -2.44136], [4.76009, 3.87996, -3.88109], [4.81873, 2.37543, -4.12847], [3.90260, 1.63746, -3.15576], [2.86913, 1.94185, -3.33918], [3.96859, 0.56048, -3.32395], [4.52029, 2.15430, -5.15530], [5.84506, 2.02652, -3.99595], [5.43005, 4.39622, -4.57141], [3.74548, 4.23968, -4.06931], [5.09168, 5.27528, -2.26800], [6.18581, 3.89020, -2.27087], [3.21408, 3.83031, -1.59488], [4.53838, 3.68310, -0.43606], [5.33189, 1.62271, -1.55296], [1.83334, 2.19259, -1.43573], [2.19629, -0.44706, 1.04192], [0.15726, -1.51356, 2.54616], [1.40899, -2.04681, 2.94083], [2.18657, -1.11479, 3.86276], [3.09281, -1.61153, 4.19695], [1.58235, -0.85819, 4.72999], [2.45994, -0.19910, 3.34585], [2.00672, -2.31280, 2.06203], [1.14749, -2.96702, 3.47271], [-2.18776, -0.44652, 2.15967], [-3.50848, -0.19793, 2.19966], [-4.24093, -0.93939, 3.07912], [-5.21890, -0.67710, 3.06717], [-4.01142, -2.31676, 3.45187], [-4.26429, -2.43304, 4.51130], [-4.85943, -3.28111, 2.61298], [-4.64289, -3.07601, 1.11175], [-3.23923, -3.06356, 0.73523], [-3.07345, -2.54242, -0.61459], [-1.59403, -2.51377, -0.99558], [-0.99777, -3.78429, -0.87419], [-1.14726, -4.26301, 0.43991], [-2.62301, -4.37780, 0.81999], [-2.70215, -4.75216, 1.84187], [-3.11626, -5.09660, 0.14065], [-0.66449, -5.24155, 0.46896], [-0.64647, -3.58313, 1.14511], [-1.47896, -2.21845, -2.03982], [-1.06587, -1.79279, -0.35654], [-3.46996, -1.52521, -0.64833], [-3.62196, -3.16154, -1.34692], [-5.05799, -2.10610, 0.82557], [-5.20427, -3.85175, 0.56043], [-4.61616, -4.30374, 2.90336], [-5.91850, -3.11965, 2.82548], [-2.95991, -2.56918, 3.31800], [-4.31295, 0.98676, 1.35986], [-1.85314, -1.19154, 2.75921], [-2.26638, 1.51758, 0.31608], [-0.54419, 4.96247, -2.16913], [-2.19634, 4.72221, -2.75506], [-0.86853, 3.76608, -3.42865]], "molar_mass_g_mol": 492.69, "lumo_ha": 0.02645, "e_above_lowest_kj_mol": 7.2, "gap_ev": 8.0311, "spin_multiplicity": 1}

{"formula": "C5H8OS", "method": "wB97M-V/def2-TZVPD", "symbols": ["C", "C", "C", "C", "C", "O", "S", "H", "H", "H", "H", "H", "H", "H", "H"], "coordinates": [[0.25041, -1.40992, 0.70299], [-0.64435, -0.78890, -0.07810], [1.40097, 0.53115, -0.51194], [-2.08332, -1.12674, -0.21227], [1.23393, 1.93894, 0.19244], [-0.19496, 0.15648, -0.84806], [1.98501, -0.96319, 0.31461], [-0.02091, -2.21689, 1.32711], [1.87935, 0.70905, -1.44505], [-2.34363, -1.65525, 0.73997], [-2.33602, -1.58097, -1.09378], [-2.64475, -0.22085, -0.08349], [2.11193, 2.41789, 0.09838], [0.96492, 1.68977, 1.24058], [0.44141, 2.51942, -0.34339]], "molar_mass_g_mol": 116.18, "lumo_ha": 0.03245, "e_above_lowest_kj_mol": 168.0, "gap_ev": 8.5179, "spin_multiplicity": 1}